The following is a quantum chemistry calculation of C2ClN5 as an isolated structure in a non-equilibrium geometry, from the OMol25 dataset.

As for the spin multiplicity: 1. Its energy above the lowest of the compared OMol25 structures with the same formula, charge and spin is 221.5 kJ/mol. The calculation puts the HOMO energy at -10.11 eV. Its gap between HOMO and LUMO is 8.14 eV.

Each line ends with the Löwdin charge.
Atoms and positions in Å:
1 C -0.426 -1.071 0.163  -0.395
2 C -0.692 0.368 -0.180  -0.751
3 N -0.534 -2.200 0.179  0.216
4 N 0.175 0.891 -0.993  -0.003
5 N 0.815 -0.085 1.143  0.161
6 N 1.382 0.944 -0.825  0.067
7 N 1.623 0.360 0.455  -0.025
8 Cl -2.344 0.792 0.058  0.731